66
Properties=species:S:1:pos:R:3 method="wB97M-V/def2-TZVPD" e_above_lowest_kcal_mol=0.00 spin_multiplicity=2 homo_ev="-8.55 / -9.68" gap_ev="8.15 / 7.63" e_lumo_ha="-0.015 / -0.075"
Mg -0.81 -0.15 -0.54
C 1.27 -4.26 0.18
Si 0.52 -2.80 1.09
C 1.20 -2.57 2.81
C -1.32 -3.11 1.21
N 0.87 -1.28 0.18
C 2.10 -0.90 -0.11
C 3.29 -1.65 0.16
C 4.52 -1.23 -0.28
C 4.64 -0.04 -1.00
C 3.53 0.76 -1.25
C 2.29 0.35 -0.80
O 1.16 1.09 -0.95
C 1.25 2.29 -1.66
C 1.62 3.43 -0.97
C 1.65 4.65 -1.64
C 1.30 4.70 -2.98
C 0.95 3.54 -3.66
C 0.92 2.32 -3.00
H 0.75 -5.17 0.50
H 2.33 -4.41 0.37
H 1.13 -4.15 -0.89
H 1.12 -3.50 3.37
H 0.60 -1.81 3.33
H 2.24 -2.25 2.84
H -1.57 -3.29 2.25
H -1.60 -3.98 0.62
H -1.92 -2.27 0.86
H 3.21 -2.57 0.71
H 5.39 -1.83 -0.07
H 5.61 0.28 -1.36
H 3.63 1.68 -1.80
H 1.92 3.36 0.07
H 1.94 5.55 -1.12
H 1.31 5.65 -3.51
H 0.67 3.58 -4.70
H 0.64 1.41 -3.51
N -0.76 2.65 1.96
C -1.67 2.12 3.01
P -1.76 0.27 2.80
O -0.96 -0.36 3.87
O -1.35 0.05 1.35
C -3.54 -0.09 2.97
N -3.95 -1.18 2.08
H -0.60 3.66 2.06
H -1.16 2.45 1.00
H 0.14 2.16 2.00
H -2.64 2.60 2.85
H -1.27 2.35 3.99
H -4.10 0.80 2.69
H -3.70 -0.31 4.04
H -3.43 -2.03 2.27
H -3.74 -0.46 0.32
H -4.93 -1.38 2.20
F -0.73 -0.19 -2.51
As -0.57 -1.86 -3.22
F 1.07 -1.83 -2.67
F -0.08 -1.14 -4.70
F -0.41 -3.47 -3.75
F -2.22 -1.78 -3.67
F -1.06 -2.37 -1.59
O -3.45 2.40 -2.00
S -2.99 1.78 -0.81
O -1.47 1.80 -0.73
O -3.54 2.22 0.46
S -3.46 -0.26 -1.00

***

54
Properties=species:S:1:pos:R:3 method="wB97M-V/def2-TZVPD" homo_ev=-13.59 gap_ev=5.03 total_charge=+2 e_lumo_ha=-0.314
N 1.46 -0.27 0.40
C 2.54 -0.76 -0.30
O 3.70 -0.89 0.21
Cu 3.53 -2.15 -1.14
Ta 0.85 -0.37 -1.50
N -0.69 -1.32 -0.98
N 0.11 1.45 -1.83
C -0.44 -2.52 -1.79
C 0.46 2.79 -1.35
C 0.49 -2.24 -2.98
C -1.79 -3.02 -2.33
C 0.11 -3.61 -0.87
C 0.44 3.80 -2.50
C -0.57 3.22 -0.30
C 1.83 2.79 -0.70
H -0.11 -1.94 -3.85
H 0.97 -3.20 -3.21
H 1.40 -1.52 -2.89
H -2.44 -3.33 -1.51
H -1.60 -3.88 -2.98
H -2.29 -2.23 -2.92
H 0.94 -3.26 -0.26
H 0.45 -4.44 -1.49
H -0.70 -3.96 -0.21
H 1.11 3.47 -3.30
H 0.79 4.77 -2.13
H -0.56 3.94 -2.91
H -1.59 3.22 -0.71
H -0.33 4.23 0.05
H -0.55 2.53 0.56
H 1.86 2.17 0.21
H 2.06 3.83 -0.40
H 2.61 2.46 -1.40
C -1.11 1.37 -2.65
H -1.46 0.33 -2.75
H -1.93 1.95 -2.19
H -0.95 1.77 -3.66
C -1.75 -1.34 0.02
H -2.05 -2.37 0.26
H -1.40 -0.86 0.95
H -2.63 -0.78 -0.33
O 1.08 -1.25 2.64
B 1.14 -0.18 1.75
O 0.59 1.00 2.27
C 0.18 0.64 3.54
C -0.47 1.41 4.49
C -0.82 0.78 5.69
C -0.54 -0.57 5.90
C 0.12 -1.35 4.94
C 0.48 -0.71 3.76
H -0.68 2.46 4.28
H -1.33 1.36 6.46
H -0.85 -1.04 6.84
H 0.35 -2.40 5.08

***

54
Properties=species:S:1:pos:R:3 method="wB97M-V/def2-TZVPD" spin_multiplicity=2 homo_ev="-12.82 / -12.81" gap_ev="7.94 / 7.96" total_charge=+2 e_lumo_ha="-0.179 / -0.178"
V -0.21 0.00 -0.03
C 0.47 -1.11 -2.91
C -0.05 -2.28 -2.10
O 0.27 -2.08 -0.71
C 1.59 -2.51 -0.32
C 2.53 -1.32 -0.18
O 1.88 -0.29 0.60
C 2.13 -0.30 2.00
C 0.86 -0.66 2.79
O -0.30 -0.50 1.97
C -1.53 -0.92 2.58
C -2.61 -1.01 1.49
O -2.34 -0.14 0.38
C -2.90 1.19 0.47
C -2.41 1.91 -0.75
O -0.98 1.79 -0.77
C -0.35 2.38 -1.93
C 0.53 1.32 -2.62
O 0.03 0.05 -2.20
H 0.06 -1.12 -3.92
H 1.56 -1.11 -2.99
H 0.35 -3.23 -2.46
H -1.14 -2.31 -2.15
H 1.99 -3.22 -1.04
H 1.48 -3.02 0.64
H 2.76 -0.86 -1.14
H 3.46 -1.62 0.30
H 3.24 0.79 3.28
H 2.89 -1.04 2.22
H 0.79 -0.02 3.67
H 0.93 -1.71 3.09
H -1.78 -0.22 3.37
H -1.39 -1.91 3.02
H -3.58 -0.77 1.91
H -2.65 -2.02 1.08
H -2.56 1.67 1.40
H -3.99 1.14 0.44
H -2.70 2.96 -0.73
H -2.82 1.43 -1.65
H 0.24 3.22 -1.61
H -1.13 2.73 -2.61
H 1.58 1.42 -2.34
H 0.45 1.42 -3.71
Br 0.52 2.56 1.54
C 1.74 2.02 2.99
C 2.51 3.12 3.48
C 3.84 3.27 3.23
C 4.37 2.61 2.06
C 3.75 1.55 1.54
N 2.72 1.01 2.42
H 1.97 3.87 4.05
H 4.42 4.04 3.72
H 5.21 3.06 1.54
H 3.87 1.14 0.55